Record 1
A single CH5NO2Si molecule at a distorted geometry. Source: the Open Molecules 2025 dataset; level of theory: ωB97M-V/def2-TZVPD.

The calculation puts the HOMO energy at -11.0 eV. The calculation puts the total energy at -535.701194 Ha. For the maximum force, the calculation gives 4.76 eV Å⁻¹. The value obtained for the energy relative to the best compared isomer or geometry (same formula, charge and spin) is 1.7751 eV. As for the SMILES: C[SiH2][N+](=O)[O-].

```
10
CH5NO2Si (ωB97M-V/def2-TZVPD)
Si -0.05685 -0.54815 -0.44472
O 1.98560 0.55357 0.57273
O 1.87750 0.85876 -1.54958
N 1.38509 0.49096 -0.49340
C -1.16243 0.20250 0.87611
H -1.71896 -0.47758 1.49121
H -1.85611 1.07804 0.46453
H 0.46464 -1.91678 -0.28012
H -0.31227 0.71550 1.38599
H -0.60620 -0.95684 -2.02276
```

***

Record 2
A single C5H9N3 molecule at a distorted geometry. Source: the Open Molecules 2025 dataset; level of theory: ωB97M-V/def2-TZVPD.

The calculation puts the HOMO energy at -8.5 eV. The calculation puts the total energy at -360.115820 Ha. For the maximum force, the calculation gives 3.09 eV Å⁻¹. The value obtained for the energy relative to the best compared isomer or geometry (same formula, charge and spin) is 2.2163 eV. As for the SMILES: [H]/N=C1/NC[C@H]2[C@H](N)[C@@H]12.

```
17
C5H9N3 (ωB97M-V/def2-TZVPD)
N 1.78385 0.49542 -0.39052
N 2.00543 -1.73565 -0.06513
N -2.49863 -0.63969 -0.23091
C -1.12149 -0.22616 -0.34426
C -0.52227 0.81337 0.45428
C -0.05322 -0.65475 0.57148
C 0.85574 1.53374 -0.03505
C 1.31073 -0.69084 -0.00307
H 0.53711 2.21690 -0.89347
H -2.77572 -1.51990 -0.69294
H -3.16941 0.15628 -0.13638
H 1.23070 2.11787 0.81258
H 0.08892 -1.16978 1.51158
H -0.70797 -0.19122 -1.33175
H 1.45908 -2.46766 0.33792
H -1.17681 1.33147 1.15803
H 2.75397 0.63058 -0.72239
```

***

Record 3
A single C2H3N3O2 molecule at a distorted geometry. Source: the Open Molecules 2025 dataset; level of theory: ωB97M-V/def2-TZVPD.

The calculation puts the HOMO energy at -9.8 eV. The calculation puts the total energy at -392.623655 Ha. For the maximum force, the calculation gives 7.59 eV Å⁻¹. The value obtained for the energy relative to the best compared isomer or geometry (same formula, charge and spin) is 4.6229 eV. As for the SMILES: Nc1n[nH]oc1=O.

```
10
C2H3N3O2 (ωB97M-V/def2-TZVPD)
O 1.24930 -1.50499 -0.97806
O 0.15883 0.53125 -1.74216
N -1.03731 1.35315 -0.98511
N 0.70799 -0.51886 1.49137
N -0.66955 1.11795 0.42514
C 0.53503 -0.39493 -0.97976
C 0.17519 0.15235 0.42159
H -2.06500 1.01611 -1.33216
H 0.16051 -0.23582 2.26586
H 0.78500 -1.51622 1.41329
```

***

Record 4
3 unconnected molecules or ions with the total composition H6O2S at a distorted geometry. Source: the Open Molecules 2025 dataset; level of theory: ωB97M-V/def2-TZVPD.

The calculation puts the HOMO energy (alpha / beta) at -12.8 / -12.8 eV. The calculation puts the total energy at -551.850442 Ha. For the maximum force, the calculation gives 1.62 eV Å⁻¹. The value obtained for the energy relative to the best compared isomer or geometry (same formula, charge and spin) is 0.0000 eV. Its total charge is +1. As for the multiplicity: 2.

```
9
H6O2S (ωB97M-V/def2-TZVPD)
S -4.75651 2.49507 1.30279
O -1.73255 -0.20823 1.03902
O 5.89971 -3.20606 -1.70945
H -2.17052 0.54159 0.70343
H -4.43851 3.80175 1.48860
H 6.52378 -2.47537 -1.73338
H -0.89955 0.09387 1.37610
H -4.11120 2.51654 0.09330
H 5.68536 -3.55915 -2.56042
```

***

Question: Look up the maximum force of the first one.
Answer: 4.76 eV Å⁻¹